C9H8NO5 | ωB97M-V/def2-TZVPD

Geometry (Å):
C (0.538, 2.635, -0.786)
C (1.563, 1.804, -0.338)
C (-0.730, 2.353, -0.321)
C (1.386, 0.670, 0.429)
C (-0.980, 1.246, 0.453)
C (0.033, 0.257, 0.715)
C (0.494, -2.105, 1.613)
C (-0.811, -1.834, -1.687)
C (-0.363, -0.851, 1.534)
N (-0.301, -0.662, -2.005)
O (1.647, -2.243, 1.211)
O (-0.121, -2.927, 2.436)
O (0.940, -0.646, -2.369)
O (-0.969, 0.368, -1.998)
O (-1.276, -0.905, 2.316)
H (0.650, 3.595, -1.374)
H (2.676, 2.023, -0.566)
H (-1.643, 3.079, -0.441)
H (2.276, 0.074, 0.709)
H (-2.026, 1.078, 0.928)
H (-0.210, -2.817, -1.769)
H (-1.906, -1.861, -1.462)
H (-0.866, -2.331, 2.770)

ΔE to the lowest compared entry with this formula, charge and spin: 210.9 kJ/mol
Charge: -1
Max |F|: 3.3 eV Å⁻¹
HOMO level (alpha / beta): -3.500 / -3.501 eV
LUMO level (alpha / beta): 0.0962 / 0.0962 Eh
Orbital gap (alpha / beta): 6.119 / 6.120 eV

Atomic partial charges in e from the Mulliken method, atoms 1 to 2: C -0.28; C -0.23